C21H41AsN4O2P3Y as an isolated structure. Source: the OMol25 dataset; level of theory: ωB97M-V/def2-TZVPD.

```
73
Properties=species:S:1:pos:R:3
Y -0.66 -0.10 -0.43
O -2.43 -2.42 -1.27
C -1.31 -2.51 -0.80
O -0.24 -1.93 -1.30
C -1.13 -3.04 0.59
C -1.49 -4.30 1.01
C -1.25 -4.62 2.35
C -0.71 -3.65 3.18
C -0.43 -2.40 2.67
N -0.62 -2.09 1.39
H -1.92 -5.01 0.32
H -1.49 -5.60 2.73
H -0.51 -3.86 4.23
H -0.03 -1.62 3.31
C 1.72 2.80 -2.58
P 0.09 2.21 -2.02
C -0.60 3.67 -1.16
C -0.86 2.20 -3.58
C -2.30 1.72 -3.42
P -2.36 0.03 -2.69
C -4.12 -0.36 -2.89
C -1.55 -0.94 -4.01
H 1.57 3.63 -3.27
H 2.26 2.01 -3.10
H 2.33 3.14 -1.74
H -0.55 4.54 -1.81
H -0.03 3.88 -0.25
H -1.64 3.51 -0.88
H -0.31 1.57 -4.29
H -0.83 3.22 -3.98
H -2.81 1.72 -4.38
H -2.86 2.39 -2.76
H -4.38 -0.28 -3.95
H -4.74 0.34 -2.33
H -4.34 -1.37 -2.54
H -1.91 -0.60 -4.98
H -1.80 -1.99 -3.88
H -0.46 -0.85 -3.98
C -4.16 1.42 0.94
As -2.38 0.99 1.59
C -1.85 2.67 2.39
C -2.83 -0.04 3.17
H -4.71 1.91 1.74
H -4.67 0.51 0.64
H -4.10 2.09 0.08
H -2.57 2.91 3.17
H -1.85 3.46 1.65
H -0.86 2.58 2.83
H -3.61 0.50 3.70
H -1.96 -0.12 3.82
H -3.18 -1.03 2.90
C 4.74 0.72 1.74
N 4.69 0.43 0.31
C 5.04 -0.97 0.09
N 4.20 -1.91 0.84
C 4.27 -1.56 2.26
N 3.89 -0.17 2.54
C 2.48 0.06 2.30
P 2.02 -0.28 0.52
C 3.37 0.75 -0.25
C 2.83 -1.95 0.35
H 4.44 1.75 1.92
H 5.77 0.59 2.08
H 6.07 -1.11 0.40
H 4.97 -1.20 -0.98
H 5.29 -1.70 2.60
H 3.62 -2.23 2.83
H 2.22 1.09 2.55
H 1.89 -0.60 2.95
H 3.15 1.80 -0.09
H 3.38 0.56 -1.33
H 2.81 -2.24 -0.70
H 2.25 -2.68 0.91
```

Properties
- Max |F|: 0.0199 Eh/bohr
- HOMO-LUMO gap: 0.277 Eh
- E: -4492.067006 a.u.
- Charge: +2
- HOMO: -13.36 eV

Mulliken atomic charges, in units of e: number 1, Y, carries -1.22; number 2, O, carries -0.56; number 3, C, carries 0.40; number 4, O, carries -0.63; number 5, C, carries 0.68; number 6, C, carries -0.80; number 7, C, carries -0.52; number 8, C, carries -1.10; number 9, C, carries -0.50; number 10, N, carries 0.66; number 11, H, carries 0.58; number 12, H, carries 0.47; number 13, H, carries 0.50; number 14, H, carries 0.55; number 15, C, carries -1.34; number 16, P, carries 1.17; number 17, C, carries -1.42; number 18, C, carries -1.26; number 19, C, carries -0.95; number 20, P, carries 1.40; number 21, C, carries -1.36; number 22, C, carries -1.57; number 23, H, carries 0.50; number 24, H, carries 0.37; number 25, H, carries 0.41; number 26, H, carries 0.51; number 27, H, carries 0.39; number 28, H, carries 0.31; number 29, H, carries 0.42; number 30, H, carries 0.62; number 31, H, carries 0.55; number 32, H, carries 0.42; number 33, H, carries 0.47; number 34, H, carries 0.38; number 35, H, carries 0.34; number 36, H, carries 0.50; number 37, H, carries 0.41; number 38, H, carries 0.35; number 39, C, carries -1.22; number 40, As, carries 0.46; number 41, C, carries -1.12; number 42, C, carries -1.28; number 43, H, carries 0.48; number 44, H, carries 0.39; number 45, H, carries 0.35; number 46, H, carries 0.43; number 47, H, carries 0.36; number 48, H, carries 0.35; number 49, H, carries 0.50; number 50, H, carries 0.38; number 51, H, carries 0.37; number 52, C, carries -0.97; number 53, N, carries 0.17; number 54, C, carries -0.92; number 55, N, carries 0.18; number 56, C, carries -0.98; number 57, N, carries 0.16; number 58, C, carries -1.19; number 59, P, carries 2.54; number 60, C, carries -1.02; number 61, C, carries -1.10; number 62, H, carries 0.37; number 63, H, carries 0.33; number 64, H, carries 0.30; number 65, H, carries 0.37; number 66, H, carries 0.29; number 67, H, carries 0.40; number 68, H, carries 0.46; number 69, H, carries 0.34; number 70, H, carries 0.34; number 71, H, carries 0.44; number 72, H, carries 0.48; number 73, H, carries 0.41

---

C21H41Br16GaI2N as an isolated structure. Source: the OMol25 dataset; level of theory: ωB97M-V/def2-TZVPD.

```
82
Properties=species:S:1:pos:R:3
C 1.65 -1.57 0.05
C 0.87 -1.08 -0.75
Ga -0.20 -0.19 -2.27
N -0.04 1.75 -2.16
C -2.14 -0.87 -2.39
I -2.13 -2.98 -2.93
C -3.02 -0.74 -1.12
C -4.46 -0.24 -1.45
I -2.20 0.53 0.43
H 2.53 -1.81 0.58
H 0.53 -0.69 -3.66
H -0.31 2.11 -1.24
H 0.96 1.93 -2.21
H -2.63 -0.34 -3.21
H -3.12 -1.74 -0.68
H -5.10 -1.11 -1.65
H -4.85 0.37 -0.64
H -4.39 0.39 -2.35
Br 1.47 -3.85 1.56
C 2.91 -5.15 1.74
C 3.57 -5.07 3.09
Br 4.75 -3.52 3.21
H 3.60 -4.97 0.92
H 2.44 -6.12 1.60
H 4.21 -5.93 3.26
H 2.86 -4.98 3.90
Br 1.69 -1.05 -7.69
C 0.79 0.68 -7.58
C 1.33 1.52 -6.45
Br 0.64 0.86 -4.70
H -0.28 0.47 -7.49
H 0.98 1.16 -8.54
H 0.98 2.55 -6.55
H 2.41 1.51 -6.40
Br -4.43 -7.76 -4.10
C -2.93 -8.32 -2.99
C -2.00 -7.18 -2.70
Br -0.88 -6.75 -4.24
H -2.45 -9.14 -3.51
H -3.38 -8.69 -2.07
H -1.30 -7.45 -1.91
H -2.52 -6.26 -2.43
Br -0.31 3.33 2.91
C -0.69 1.91 4.19
C -1.91 2.23 5.01
Br -1.51 3.53 6.40
H 0.20 1.76 4.78
H -0.87 1.02 3.58
H -2.24 1.34 5.55
H -2.73 2.63 4.43
Br -4.07 1.83 8.28
C -5.10 0.21 7.95
C -4.64 -0.49 6.69
Br -5.30 0.42 5.10
H -6.14 0.49 7.92
H -4.92 -0.42 8.82
H -5.05 -1.49 6.64
H -3.56 -0.54 6.60
Br 1.73 -0.25 5.19
C 2.64 -0.11 3.47
C 3.92 0.68 3.59
Br 3.58 2.59 3.72
H 1.94 0.33 2.77
H 2.85 -1.13 3.18
H 4.53 0.55 2.70
H 4.51 0.40 4.47
Br 5.70 4.08 -2.19
C 4.48 4.38 -3.68
C 3.21 3.59 -3.52
Br 3.44 1.71 -3.92
H 5.03 4.14 -4.59
H 4.26 5.45 -3.66
H 2.45 3.94 -4.22
H 2.81 3.64 -2.51
Br -1.22 5.81 -2.20
C 0.27 5.32 -1.06
C 1.09 6.53 -0.67
Br 2.23 7.13 -2.13
H 0.85 4.57 -1.59
H -0.18 4.86 -0.18
H 1.77 6.28 0.14
H 0.47 7.37 -0.38
```

Properties
- Max |F|: 0.0829 Eh/bohr
- HOMO-LUMO gap: 0.231 Eh
- E: -44583.837754 a.u.
- Charge: -1
- HOMO: -4.58 eV

Mulliken atomic charges, in units of e: number 1, C, carries 1.01; number 2, C, carries -1.50; number 3, Ga, carries -0.59; number 4, N, carries -0.34; number 5, C, carries -0.58; number 6, I, carries -0.04; number 7, C, carries -0.30; number 8, C, carries -1.13; number 9, I, carries 0.06; number 10, H, carries 0.70; number 11, H, carries 0.03; number 12, H, carries 0.12; number 13, H, carries -0.04; number 14, H, carries 0.51; number 15, H, carries 0.49; number 16, H, carries 0.26; number 17, H, carries 0.33; number 18, H, carries 0.33; number 19, Br, carries -0.14; number 20, C, carries -0.68; number 21, C, carries -0.52; number 22, Br, carries -0.16; number 23, H, carries 0.37; number 24, H, carries 0.37; number 25, H, carries 0.35; number 26, H, carries 0.35; number 27, Br, carries -0.19; number 28, C, carries -0.61; number 29, C, carries -0.84; number 30, Br, carries -0.02; number 31, H, carries 0.35; number 32, H, carries 0.39; number 33, H, carries 0.37; number 34, H, carries 0.36; number 35, Br, carries -0.13; number 36, C, carries -0.58; number 37, C, carries -0.51; number 38, Br, carries -0.11; number 39, H, carries 0.37; number 40, H, carries 0.34; number 41, H, carries 0.31; number 42, H, carries 0.27; number 43, Br, carries -0.14; number 44, C, carries -0.56; number 45, C, carries -0.11; number 46, Br, carries -0.18; number 47, H, carries 0.15; number 48, H, carries 0.43; number 49, H, carries -0.09; number 50, H, carries 0.48; number 51, Br, carries -0.12; number 52, C, carries -0.54; number 53, C, carries -0.65; number 54, Br, carries -0.10; number 55, H, carries 0.36; number 56, H, carries 0.34; number 57, H, carries 0.38; number 58, H, carries 0.35; number 59, Br, carries -0.17; number 60, C, carries -0.08; number 61, C, carries -0.56; number 62, Br, carries -0.17; number 63, H, carries 0.36; number 64, H, carries -0.13; number 65, H, carries 0.38; number 66, H, carries 0.40; number 67, Br, carries -0.18; number 68, C, carries -0.53; number 69, C, carries -0.48; number 70, Br, carries -0.16; number 71, H, carries 0.40; number 72, H, carries 0.28; number 73, H, carries 0.40; number 74, H, carries 0.22; number 75, Br, carries -0.11; number 76, C, carries 0.12; number 77, C, carries -0.48; number 78, Br, carries -0.17; number 79, H, carries -0.17; number 80, H, carries 0.05; number 81, H, carries 0.36; number 82, H, carries 0.42

---

C21H41BrIN7O3P2Sn as an isolated structure. Source: the OMol25 dataset; level of theory: ωB97M-V/def2-TZVPD.

```
77
Properties=species:S:1:pos:R:3
Sn -3.13 0.20 -1.97
C -3.21 -0.36 2.07
N -2.51 0.93 2.00
C -2.90 2.23 2.81
P -2.07 1.23 0.46
O -1.78 -0.06 -0.42
O -3.34 1.66 -0.60
P -3.80 2.13 -5.42
O -3.62 1.32 -4.23
N -2.63 3.06 -5.95
C -1.70 3.74 -5.03
C -2.21 3.51 -7.38
N -5.29 2.49 -5.91
C -6.40 2.06 -5.05
C -5.71 3.46 -7.02
N -0.69 2.13 0.21
C -0.47 3.46 -0.54
C 0.56 1.91 1.10
H -3.41 -0.31 3.18
H -2.75 -1.24 1.80
H -4.20 -0.24 1.41
H -3.96 2.29 2.73
H -2.21 2.83 2.19
H -2.58 2.16 3.91
H -1.74 3.27 -4.05
H -2.04 4.83 -4.94
H -0.69 3.72 -5.56
H -1.95 4.62 -7.23
H -3.07 3.38 -8.09
H -1.29 3.10 -7.78
H -6.16 1.40 -4.30
H -7.13 1.58 -5.75
H -6.88 2.94 -4.68
H -6.11 2.84 -7.88
H -4.92 4.18 -7.10
H -6.50 4.00 -6.48
H 0.25 3.29 -1.43
H 0.05 4.13 0.12
H -1.37 3.96 -0.91
H 1.30 1.12 0.91
H 0.29 1.63 2.16
H 1.07 2.91 1.14
C 1.93 -5.21 3.81
C 2.53 -5.58 5.14
N 1.50 -6.61 5.79
C 0.58 -7.17 5.03
N -0.29 -8.04 5.65
C -1.12 -8.62 5.10
C -1.74 -8.59 3.79
C -0.42 -8.22 3.13
N 0.39 -7.14 3.73
C 1.42 -6.39 2.98
H 2.71 -4.86 3.12
H 1.25 -4.33 4.01
H 2.63 -4.69 5.73
H 3.40 -6.12 4.97
H 1.19 -6.73 6.78
H -10.27 0.20 1.84
H -9.53 0.37 1.63
H -2.77 -8.07 3.78
H -1.92 -9.59 3.44
H -0.84 -7.83 2.18
H 0.09 -9.12 2.89
H 0.93 -5.90 2.07
H 2.17 -7.04 2.62
Br 9.79 6.40 -1.39
C 10.08 4.92 -0.17
C 10.82 3.83 -0.64
C 10.94 2.70 0.25
C 10.50 2.77 1.58
C 9.89 3.98 2.00
C 9.53 5.01 1.18
I 8.56 6.65 1.90
H 11.33 3.74 -1.65
H 11.50 1.85 -0.13
H 10.63 2.04 2.35
H 9.53 3.93 3.07
```

Properties
- Max |F|: 0.1838 Eh/bohr
- HOMO-LUMO gap (spin up / spin down): 0.275 / 0.098 Eh
- E: -5200.983880 a.u.
- Charge: +4
- HOMO (spin up / spin down): -17.06 / -14.24 eV

Mulliken atomic charges, in units of e: number 1, Sn, carries 1.10; number 2, C, carries -0.80; number 3, N, carries 0.11; number 4, C, carries -0.77; number 5, P, carries 0.74; number 6, O, carries -0.80; number 7, O, carries -0.76; number 8, P, carries 0.46; number 9, O, carries -0.44; number 10, N, carries 0.19; number 11, C, carries -0.85; number 12, C, carries -0.86; number 13, N, carries 0.19; number 14, C, carries -0.93; number 15, C, carries -0.93; number 16, N, carries 0.12; number 17, C, carries -0.88; number 18, C, carries -0.83; number 19, H, carries 0.34; number 20, H, carries 0.29; number 21, H, carries 0.26; number 22, H, carries 0.36; number 23, H, carries 0.31; number 24, H, carries 0.29; number 25, H, carries 0.26; number 26, H, carries 0.36; number 27, H, carries 0.33; number 28, H, carries 0.38; number 29, H, carries 0.34; number 30, H, carries 0.33; number 31, H, carries 0.35; number 32, H, carries 0.35; number 33, H, carries 0.36; number 34, H, carries 0.28; number 35, H, carries 0.51; number 36, H, carries 0.33; number 37, H, carries 0.30; number 38, H, carries 0.38; number 39, H, carries 0.32; number 40, H, carries 0.30; number 41, H, carries 0.32; number 42, H, carries 0.30; number 43, C, carries -0.66; number 44, C, carries -0.50; number 45, N, carries -0.19; number 46, C, carries 0.38; number 47, N, carries -0.40; number 48, C, carries 0.09; number 49, C, carries -0.33; number 50, C, carries -0.59; number 51, N, carries 0.09; number 52, C, carries -0.55; number 53, H, carries 0.36; number 54, H, carries 0.29; number 55, H, carries 0.36; number 56, H, carries 0.36; number 57, H, carries 0.32; number 58, H, carries 0.06; number 59, H, carries -0.06; number 60, H, carries 0.31; number 61, H, carries 0.30; number 62, H, carries 0.30; number 63, H, carries 0.36; number 64, H, carries 0.32; number 65, H, carries 0.37; number 66, Br, carries -0.05; number 67, C, carries 0.51; number 68, C, carries -0.45; number 69, C, carries -0.22; number 70, C, carries -0.51; number 71, C, carries -0.17; number 72, C, carries -0.12; number 73, I, carries 0.55; number 74, H, carries 0.37; number 75, H, carries 0.40; number 76, H, carries 0.43; number 77, H, carries 0.28

---

Question: The highest charge belongs to which entry?
Answer: C21H41BrIN7O3P2Sn

---

Question: What is the formula in the second record?
Answer: C21H41Br16GaI2N